ORCA calculation (ωB97M-V with the def2-TZVPD basis set) on the molecule C5H9NO.

Cartesian coordinates (Å):
1 H -0.592 -1.079 -2.258
2 H -0.893 1.646 0.368
3 H 2.013 0.523 0.306
4 H -1.454 -0.958 0.550
5 N 0.153 0.262 -0.875
6 H -1.136 -1.832 2.082
7 C 0.500 -0.586 1.432
8 H 1.142 -0.783 -2.403
9 H -1.483 -0.098 2.092
10 C 0.182 -0.304 -2.194
11 C 0.935 0.315 0.299
12 C 0.046 1.462 -0.161
13 O 1.316 -1.019 2.219
14 H -0.026 0.430 -2.981
15 H 0.583 2.363 -0.473
16 C -0.983 -0.900 1.535

Results
- LUMO energy (eV) = 0.86
- frontier orbital gap (eV) = 9.48
- calculated total energy (eV) = -8866.5743
- SMILES = CC(=O)[C@@H]1CN1C
- energy relative to the best compared isomer or geometry (same formula, charge and spin) (kcal/mol) = 60.8
- HOMO level (eV) = -8.620